Below is a 9-piece molecular cluster, H16O8 overall at a distorted geometry, with properties calculated with ωB97M-V/def2-TZVPD.

Output
HOMO = -0.376 hartree
Charge = 0
Frontier orbital gap = 3.160 eV
Maximum force = 0.069 hartree/bohr

CARTESIAN COORDINATES (ANGSTROEM)
O -1.0917 -1.5698 -0.9283
H -0.6410 -1.1452 -1.7010
H -0.3348 -2.0294 -0.5105
O -0.4763 2.6549 -0.4833
H -0.9233 3.4729 -0.4216
H -1.7965 1.3085 0.4084
O -0.3014 -1.1402 4.0045
H 1.7562 -0.5415 1.8672
H -0.6959 -0.5542 3.3509
O -1.5864 1.1830 -2.1656
H -1.0657 1.9650 -1.5377
H -1.8743 1.3666 -3.0493
O -1.9822 0.4674 0.8438
H 0.5848 -1.3678 3.6100
H -1.8053 -0.3009 0.3465
O 0.9978 -2.6360 0.4860
H 0.5125 -2.8392 1.3081
H 1.5464 -1.8141 0.8877
O 1.2800 -0.7069 -2.1023
H 1.7571 -0.7423 -1.2457
H 1.2157 0.2535 -2.2657
O 1.9000 1.6263 -0.5308
H 1.8968 0.9341 0.1274
H 1.1273 2.1552 -0.2985

These are the Mulliken partial charges, in e, on atoms 1 to 8: atom 1 (O): -0.68, atom 2 (H): 0.40, atom 3 (H): 0.44, atom 4 (O): -0.75, atom 5 (H): 0.25, atom 6 (H): 0.36, atom 7 (O): -0.64, atom 8 (H): 0.14